{"formula": "C5H8N2", "method": "ωB97M-V with the def2-TZVPD basis set", "lumo_ev": 0.87, "smiles": "C[C@@]1(CC#N)CN1", "homo_lumo_gap_ev": 10.88, "homo_ev": -10.01, "spin_multiplicity": 1, "species": ["C", "C", "C", "C", "N", "C", "N", "H", "H", "H", "H", "H", "H", "H", "H"], "xyz": [[1.368, 0.015, -0.632], [-0.102, 0.029, -0.268], [-0.558, -1.115, 0.630], [-0.023, -0.974, 1.991], [0.411, -0.836, 3.053], [-0.829, 1.316, -0.187], [-1.086, 0.380, -1.286], [1.987, -0.216, 0.242], [1.573, -0.739, -1.401], [1.692, 0.987, -1.017], [-0.234, -2.080, 0.221], [-1.652, -1.130, 0.671], [-0.270, 2.227, -0.392], [-1.652, 1.444, 0.512], [-0.624, 0.692, -2.137]], "forces_ev_per_a": [[0.0, 0.0, 0.0], [0.1, 0.0, 0.1], [0.0, 0.0, 0.0], [0.3, 0.1, 0.7], [-0.3, -0.1, -0.9], [0.0, 0.2, 0.2], [0.0, 0.0, -0.3], [-0.1, 0.1, -0.1], [-0.1, 0.0, 0.1], [-0.1, -0.1, 0.0], [0.0, 0.1, 0.1], [0.2, 0.0, 0.0], [-0.1, -0.2, 0.0], [0.1, -0.1, -0.1], [0.0, 0.0, 0.1]]}

{"formula": "C5H8N2", "method": "ωB97M-V with the def2-TZVPD basis set", "lumo_ev": [0.16, -0.11], "homo_lumo_gap_ev": [7.50, 7.40], "homo_ev": [-7.34, -7.51], "spin_multiplicity": 1, "species": ["C", "C", "C", "N", "C", "N", "C", "H", "H", "H", "H", "H", "H", "H", "H"], "xyz": [[-2.578, 0.039, 0.052], [-1.080, -0.223, 0.099], [-0.210, 0.785, -0.158], [1.181, 0.677, -0.132], [1.884, -0.474, -0.223], [3.187, -0.273, 0.044], [-0.718, -1.524, 0.517], [-3.166, -0.875, -0.097], [-2.904, 0.482, 1.000], [-2.810, 0.722, -0.764], [-0.572, 1.745, -0.520], [1.657, 1.569, 0.020], [3.840, -1.032, -0.062], [3.604, 0.613, 0.331], [-1.315, -2.230, -0.106]], "forces_ev_per_a": [[-0.1, 0.1, -0.1], [0.0, -0.2, 0.2], [-0.1, 0.1, 0.0], [-0.1, -0.2, 0.0], [0.1, 0.4, 0.1], [-0.1, -0.2, 0.0], [0.3, 0.2, -0.3], [0.3, 0.1, 0.0], [0.0, 0.0, -0.2], [-0.1, 0.1, 0.1], [0.1, -0.1, 0.2], [-0.1, -0.2, -0.2], [-0.2, 0.0, 0.0], [-0.2, -0.2, 0.0], [0.4, 0.0, 0.3]]}

{"formula": "C5H8N2", "method": "ωB97M-V with the def2-TZVPD basis set", "lumo_ev": [0.73, 0.50], "homo_lumo_gap_ev": [8.38, 8.27], "homo_ev": [-7.65, -7.77], "spin_multiplicity": 1, "species": ["C", "C", "C", "C", "C", "N", "N", "H", "H", "H", "H", "H", "H", "H", "H"], "xyz": [[-1.236, 0.729, -0.419], [-0.737, -0.480, -0.242], [-2.637, 0.233, -0.116], [-2.012, -1.159, 0.157], [3.547, 0.195, 0.052], [1.629, -1.109, -0.399], [2.160, -0.112, -0.083], [-3.129, 0.690, 0.744], [-3.299, 0.254, -0.980], [-2.363, -1.967, -0.483], [-2.035, -1.467, 1.198], [3.702, 0.518, 1.078], [4.216, -0.642, -0.189], [3.755, 1.043, -0.599], [-0.862, 1.698, -0.687]], "forces_ev_per_a": [[0.1, 0.2, -0.1], [0.7, -0.3, -0.1], [-0.2, 0.2, 0.1], [-0.2, -0.5, 0.0], [1.3, -0.2, -0.1], [0.2, 0.5, 0.2], [-1.9, -0.1, -0.1], [0.0, 0.0, 0.0], [-0.1, 0.0, 0.0], [0.0, 0.0, 0.0], [-0.1, -0.1, 0.1], [0.0, 0.0, 0.0], [-0.1, 0.1, 0.0], [0.0, 0.0, 0.0], [0.2, 0.2, -0.1]]}

{"formula": "C5H8N2", "method": "ωB97M-V with the def2-TZVPD basis set", "lumo_ev": 1.07, "smiles": "Cc1c[nH]c(N)c1", "homo_lumo_gap_ev": 8.34, "homo_ev": -7.27, "spin_multiplicity": 1, "species": ["C", "C", "C", "N", "C", "N", "C", "H", "H", "H", "H", "H", "H", "H", "H"], "xyz": [[0.661, 1.070, -1.989], [0.174, 0.332, -0.797], [-0.490, -0.841, -0.798], [-0.811, -1.163, 0.527], [-0.206, -0.164, 1.350], [-0.249, -0.755, 2.578], [0.355, 0.795, 0.579], [0.275, 2.095, -1.963], [1.753, 1.125, -2.000], [0.323, 0.592, -2.913], [-0.849, -1.469, -1.600], [-1.809, -1.198, 0.725], [-0.333, -1.706, 2.041], [0.230, -0.343, 3.377], [0.976, 1.629, 0.883]], "forces_ev_per_a": [[0.1, 0.1, -0.2], [0.0, 0.1, -0.3], [-0.4, 0.6, -0.4], [-0.2, 0.4, -0.8], [-0.3, -0.2, -0.9], [-0.3, -0.3, -0.3], [0.1, -0.2, 0.0], [0.1, -0.1, -0.1], [0.0, 0.1, -0.1], [0.1, 0.1, 0.1], [0.1, 0.2, -0.1], [0.1, -0.3, -0.1], [0.8, 0.7, 3.6], [-0.1, -1.0, -0.5], [-0.1, -0.2, 0.0]]}

{"formula": "C5H8N2", "method": "ωB97M-V with the def2-TZVPD basis set", "lumo_ev": 0.85, "homo_lumo_gap_ev": 8.12, "homo_ev": -7.28, "spin_multiplicity": 1, "species": ["C", "C", "C", "C", "C", "N", "N", "H", "H", "H", "H", "H", "H", "H", "H"], "xyz": [[-1.749, 0.276, 0.426], [-0.724, 0.832, -0.417], [-2.344, -0.837, 0.045], [0.442, 0.425, -0.886], [2.445, 0.079, 0.442], [0.431, -1.484, 0.124], [0.956, -0.462, -0.044], [-2.113, 0.619, 1.386], [-1.008, 1.803, -0.801], [-3.320, -1.335, 0.563], [-2.081, -1.507, -0.896], [1.020, 1.000, -1.565], [2.728, 0.559, -0.515], [2.240, 0.779, 1.287], [3.076, -0.747, 0.851]], "forces_ev_per_a": [[-0.3, -1.7, 0.8], [-1.1, 3.1, -1.6], [-2.8, -4.0, -1.4], [-2.4, 3.5, -0.1], [-1.4, -0.3, 0.6], [-0.6, -4.1, 1.8], [5.6, -1.7, 0.5], [0.3, 1.0, -0.2], [-0.4, 0.2, -0.5], [2.6, 1.6, -0.8], [-0.2, 2.0, 2.0], [0.5, 0.3, -0.5], [0.7, -0.2, 1.1], [0.3, -0.2, -1.0], [-0.6, 0.5, -0.9]]}

{"formula": "C5H8N2", "method": "ωB97M-V with the def2-TZVPD basis set", "lumo_ev": 1.09, "homo_lumo_gap_ev": 9.51, "homo_ev": -8.42, "spin_multiplicity": 1, "species": ["C", "C", "C", "C", "C", "H", "H", "H", "H", "H", "H", "H", "H", "N", "N"], "xyz": [[0.695, -1.248, -0.430], [-0.708, -1.203, -0.779], [-0.577, 0.277, -0.262], [-1.086, 1.298, 0.491], [0.625, -0.015, 0.610], [1.161, -2.221, -0.004], [1.231, -0.893, -1.311], [-0.956, -1.556, -1.753], [-1.119, -1.946, 0.004], [-0.435, 0.643, -1.381], [-2.070, 1.883, 0.769], [2.156, 1.869, 0.949], [0.155, -0.269, 1.638], [-0.118, 2.084, 0.968], [1.045, 1.299, 0.490]], "forces_ev_per_a": [[5.3, -1.0, 1.1], [-2.5, -2.1, 4.6], [-1.8, -3.4, -4.9], [-3.8, 7.8, 4.3], [-1.3, -2.4, -1.6], [-0.7, 1.6, -1.0], [0.8, -0.2, 0.2], [-0.6, 0.5, -0.7], [-0.5, 1.2, -1.2], [0.9, 0.5, 2.3], [1.4, -2.0, -1.2], [-4.6, -2.8, -1.1], [1.1, -0.1, -1.3], [0.1, -3.3, -2.2], [6.2, 5.5, 2.6]]}